Record 1
C6H11NS | ωB97M-V/def2-TZVPD

Summary:
- SMILES = C/C=[N+](/C)[S-].C#CC
- electronic energy (eV) = -18721.55661
- gap between HOMO and LUMO (eV) = 8.31
- ΔE to the lowest compared entry with this formula, charge and spin (eV) = 3.938
- HOMO (eV) = -7.73

Geometry as ORCA input:
```
! wB97M-V def2-TZVPD RIJCOSX def2/J DEFGRID3
* xyz 0 1
C -1.15681 1.04860 -1.47135
C -0.87289 -0.06530 -0.56561
N -1.75407 -0.52947 0.19751
C -1.46740 -1.80826 0.82226
S -3.26435 0.08191 0.43171
H -2.27764 1.18578 -1.64641
H -0.69665 0.88378 -2.48597
H -0.79030 2.00578 -0.95011
H 0.06618 -0.55991 -0.52869
H -1.91619 -2.74783 0.29900
H -0.31912 -1.88484 0.85728
H -2.03602 -2.05049 1.76758
C 1.04012 0.94977 1.53710
C 2.02857 0.89545 0.81101
C 3.13488 0.55198 -0.06198
H 0.07199 0.85138 1.98756
H 3.84506 -0.18887 0.38764
H 3.63050 1.48403 -0.52304
H 2.73412 -0.10348 -0.86548
*
```


Record 2
C6H11NS | ωB97M-V/def2-TZVPD

Summary:
- electronic energy (eV) = -18717.93048
- gap between HOMO and LUMO (eV) = 7.99
- ΔE to the lowest compared entry with this formula, charge and spin (eV) = 7.564
- HOMO (eV) = -8.61

Geometry as ORCA input:
```
! wB97M-V def2-TZVPD RIJCOSX def2/J DEFGRID3
* xyz 0 1
C -1.27735 0.83373 -0.01922
C -0.02774 0.52357 -0.71518
C 1.11297 0.48448 0.39215
C 1.11922 -1.00052 1.00252
C 0.22934 -1.85230 -0.03858
C -0.41126 -1.09460 -0.97858
H -1.32564 1.88728 0.16165
H -2.26076 0.50530 -0.45417
H -1.45131 0.36037 1.01907
H 0.55754 0.33211 -2.53842
H -0.72873 1.88509 -1.90878
H 2.21661 1.08872 0.11787
H 0.86591 1.28288 1.21845
H 2.16859 -1.53674 0.75600
H -0.56395 0.54948 2.29966
H 0.20847 -2.87380 0.31798
H -1.26746 -1.59895 -1.56724
N 0.25913 1.26543 -1.72086
S 0.57643 -1.04154 2.65570
*
```


Record 3
C6H11NSi | ωB97M-V/def2-TZVPD

Summary:
- SMILES = C=[Si](C)C#N.C=CC
- electronic energy (eV) = -15764.26723
- gap between HOMO and LUMO (eV) = 8.01
- ΔE to the lowest compared entry with this formula, charge and spin (eV) = 3.342
- HOMO (eV) = -8.50

Geometry as ORCA input:
```
! wB97M-V def2-TZVPD RIJCOSX def2/J DEFGRID3
* xyz 0 1
C -0.76862 3.66547 0.49272
Si -1.14831 2.11714 1.20904
C -0.00015 0.87260 2.03502
C -2.84321 1.39116 1.18149
N -3.91392 0.99256 1.26306
H -0.10690 4.49273 0.93015
H -1.18712 4.01184 -0.40671
H -0.48516 0.22255 2.63441
H 0.52115 0.28603 1.33652
H 0.74161 1.48245 2.68948
C -0.54665 -0.52480 -1.52329
C 0.55362 -1.23185 -1.42618
C 0.59876 -2.68642 -0.86201
H -1.56865 -1.06288 -1.43867
H -0.59749 0.60956 -1.76422
H 1.39536 -0.70233 -1.49887
H 1.10190 -3.49570 -1.42567
H -0.41482 -3.02361 -0.86852
H 1.08559 -2.56905 0.21615
*
```


Record 4
C6H11O | ωB97M-V/def2-TZVPD

Summary:
- electronic energy (eV) = -8441.73557
- gap between HOMO and LUMO (alpha / beta) (eV) = 3.10 / 6.59
- expectation value of S² = 0.75
- ΔE to the lowest compared entry with this formula, charge and spin (eV) = 0.602
- HOMO (alpha / beta) (eV) = 3.89 / 0.45

Geometry as ORCA input:
```
! wB97M-V def2-TZVPD RIJCOSX def2/J DEFGRID3
* xyz -2 2
C -1.89390 -0.00736 1.04272
O -2.42660 0.57367 2.14936
C -1.16868 0.99856 0.10326
C -0.38872 0.49302 -1.11286
C 0.64182 -0.65752 -0.99358
C 2.63081 -0.26793 0.53424
C 1.41507 -0.82930 0.26981
H -1.14148 -0.77266 1.34160
H -2.66797 -0.51183 0.39892
H -0.57797 1.63991 0.77168
H -1.97682 1.63249 -0.29278
H 0.02971 1.32215 -1.70119
H -1.17853 0.12125 -1.79115
H 1.36244 -0.56534 -1.81738
H 0.13038 -1.60273 -1.22253
H 2.85671 0.70735 0.13867
H 3.36343 -0.81408 1.13548
H 0.99029 -1.45965 1.04576
*
```


Record 5
C6H11O | ωB97M-V/def2-TZVPD

Summary:
- electronic energy (eV) = -8443.30856
- gap between HOMO and LUMO (alpha / beta) (eV) = 10.07 / 7.56
- expectation value of S² = 0.75
- ΔE to the lowest compared entry with this formula, charge and spin (eV) = 2.817
- HOMO (alpha / beta) (eV) = -9.08 / -9.08

Geometry as ORCA input:
```
! wB97M-V def2-TZVPD RIJCOSX def2/J DEFGRID3
* xyz 0 2
C -0.26542 1.73966 1.37530
O -1.20490 2.68860 1.53684
C 0.29552 1.55495 -0.08507
C 1.22105 0.36225 -0.15774
C 0.60458 -1.05065 -0.09046
C -1.34027 -2.36001 -1.05465
C -0.76431 -1.16291 -0.71374
H -0.65584 0.69436 1.49625
H 0.58390 1.78912 2.06295
H -0.51381 1.47757 -0.81386
H 0.75785 2.52981 -0.33301
H 1.78477 0.22446 -1.07232
H 2.04330 0.55511 0.54071
H 1.39016 -1.65140 -0.70731
H 0.57927 -1.51224 0.91040
H -0.87458 -3.24638 -0.61262
H -2.09134 -2.21965 -1.79798
H -1.54992 -0.41266 -0.48371
*
```


Record 6
C6H11O2P | ωB97M-V/def2-TZVPD

Summary:
- electronic energy (eV) = -19779.49794
- gap between HOMO and LUMO (alpha / beta) (eV) = 6.42 / 7.16
- expectation value of S² = 2.01
- ΔE to the lowest compared entry with this formula, charge and spin (eV) = 0.000
- HOMO (alpha / beta) (eV) = -5.73 / -9.98

Geometry as ORCA input:
```
! wB97M-V def2-TZVPD RIJCOSX def2/J DEFGRID3
* xyz 0 3
C 0.63548 -0.93592 -0.41871
C 0.78230 0.33952 -0.09454
C -0.03606 1.37373 -0.98637
C 1.21347 0.46214 2.35513
C -2.32292 -1.26669 -0.97314
C 1.68164 0.88641 1.01446
O -0.70384 -1.83453 -2.97230
O -0.63988 0.60560 -2.09503
P -0.74471 -0.98031 -1.78360
H 1.04444 -1.86331 0.11688
H -0.95958 1.80115 -0.50910
H 0.65541 2.19473 -1.17760
H 0.16317 0.79186 2.56907
H 1.89022 0.80148 3.19115
H 1.28417 -0.62460 2.53406
H -3.02280 -0.99060 -1.73655
H -2.63337 -2.34609 -0.71707
H -2.48935 -0.93634 -0.02920
H 2.68869 0.61322 0.75021
H 1.51352 1.90858 0.96228
*
```


Record 7
C6H11O2Tl | ωB97M-V/def2-TZVPD

Summary:
- electronic energy (eV) = -15184.33891
- gap between HOMO and LUMO (alpha / beta) (eV) = 4.61 / 5.85
- expectation value of S² = 0.75
- ΔE to the lowest compared entry with this formula, charge and spin (eV) = 0.872
- HOMO (alpha / beta) (eV) = -1.50 / -2.74

Geometry as ORCA input:
```
! wB97M-V def2-TZVPD RIJCOSX def2/J DEFGRID3
* xyz -1 2
O -2.16012 2.48683 -0.03378
C -2.06728 1.27987 -0.07807
C -1.08283 0.47601 0.73295
C -1.66566 -0.80846 1.25431
C -1.84579 -1.10179 2.54423
H -2.89108 0.69977 -0.55254
H -0.83622 1.11136 1.59992
H 0.12553 0.56504 0.36662
H -2.12877 -1.46403 0.50733
H -1.55055 -0.40052 3.32905
H -2.47220 -1.94152 2.84927
C 2.25629 0.62186 -0.22739
C 2.43852 -0.06834 -1.53786
O 1.18711 -0.68825 -2.02024
Tl 0.96627 -2.00485 -4.02026
H 2.49544 1.69685 -0.26805
H 0.40781 -0.39781 -1.24517
H 2.83781 0.15769 0.58435
H 3.20883 -0.85762 -1.46419
H 2.77689 0.63792 -2.32051
*
```


Record 8
C6H11O4 | ωB97M-V/def2-TZVPD

Summary:
- electronic energy (eV) = -14584.24132
- gap between HOMO and LUMO (alpha / beta) (eV) = 9.54 / 7.82
- expectation value of S² = 0.76
- ΔE to the lowest compared entry with this formula, charge and spin (eV) = 0.417
- HOMO (alpha / beta) (eV) = -9.26 / -9.24

Geometry as ORCA input:
```
! wB97M-V def2-TZVPD RIJCOSX def2/J DEFGRID3
* xyz 0 2
C 0.69575 1.80837 -0.89554
O 1.95324 1.44774 -0.46047
C 2.98909 1.66539 -1.33928
C 3.64079 0.64854 -1.88576
O 4.32917 -0.21003 -2.26453
H -0.62697 1.43761 0.29395
H 0.59821 2.89051 -1.02856
H 0.30841 1.21771 -1.73139
H 3.30664 2.68394 -1.57273
O -1.61275 1.39056 1.01602
C -1.77362 0.31971 1.88676
C -1.90973 -1.01884 1.19078
O -0.67612 -1.33322 0.60139
C -0.68947 -2.51167 -0.15879
H -2.66437 0.51121 2.50798
H -0.91299 0.28534 2.58460
H -2.70775 -0.96375 0.42611
H -2.19470 -1.79307 1.92838
H 0.32086 -2.65750 -0.56176
H -0.97247 -3.37961 0.46224
H -1.40123 -2.43894 -0.99940
*
```


> electronic energy of number 4 (C6H11O)?

-8441.73557 eV